(1)
Here is a cluster of 6 separate species, C26H62BF9N13O12S2 in total in a non-equilibrium geometry from the OMol25 dataset. Energies are from wB97M-V/def2-TZVPD.

For the max |F|, the calculation gives 1.33 eV/A. As for the total charge: +1. For the highest occupied orbital energy, the calculation gives -11.10 eV. The energy comes out at -118712.2128 eV.

Geometry (Å):
C 3.70656 -4.25516 0.38661
C 2.23487 -4.29293 0.74100
O 1.97151 -3.72515 2.02045
C 1.62336 -2.34894 1.96564
C 0.10863 -2.17769 1.96026
O -0.34261 -0.87733 1.59571
C -0.14174 -0.50462 0.26842
O 1.14643 0.00255 0.06088
C 1.41214 1.34157 0.48655
C 2.56440 1.34062 1.53015
C 3.95327 1.67969 0.97062
C 4.64542 0.42238 0.42758
C 6.09798 0.65373 -0.01044
S 6.15709 0.88206 -1.76459
O 5.28182 1.93848 -2.17725
O 5.97887 -0.40417 -2.38317
O 7.66062 1.34106 -2.05141
C 0.21506 2.06020 1.11391
N -1.16625 1.84490 0.46463
C -1.37266 3.04071 -0.46570
C -2.59310 3.09123 -1.37526
C -3.90071 3.59788 -0.76656
N -3.76188 4.97712 -0.28311
B -2.03941 1.95865 1.76052
O -2.08372 0.86161 2.55505
C -2.68074 3.28398 2.26969
C -4.13955 3.07738 2.77108
C -1.19889 0.50329 -0.27017
N -0.82415 0.77525 -1.65690
C -2.62799 -0.08750 -0.36305
C -3.05825 -1.22888 0.57104
C -4.19193 -1.99437 -0.09642
F -3.69883 -2.71244 -1.12142
F -5.11073 -1.16132 -0.59370
C -4.83969 -3.01121 0.90037
F -4.94363 -2.45525 2.08796
F -3.99887 -4.01549 1.00487
S -6.56290 -3.69929 0.43236
F -7.15374 -2.23337 0.56974
F -6.24125 -3.49480 -1.09985
F -6.02860 -5.20099 0.36637
F -6.89156 -3.94654 1.97614
F -8.00106 -4.21851 0.04465
H 4.30633 -4.65549 1.20727
H 3.89861 -4.89192 -0.48215
H 4.06952 -3.25496 0.13491
H 1.63509 -3.81189 -0.04215
H 1.90074 -5.33337 0.78188
H 2.08263 -1.89668 1.08369
H 2.05890 -1.85923 2.84130
H -0.25088 -2.33641 2.97944
H -0.34396 -2.97061 1.34916
H -0.20523 -1.38579 -0.38414
H 1.76995 1.90772 -0.38342
H 2.31220 1.95635 2.39879
H 2.61471 0.31822 1.90236
H 3.92332 2.47039 0.21676
H 4.56141 2.03610 1.80893
H 4.05964 -0.03276 -0.37904
H 4.68531 -0.31853 1.23116
H 6.52508 1.54385 0.45347
H 6.72511 -0.21788 0.17149
H 8.20237 0.56346 -1.85254
H 0.15708 1.77070 2.16822
H 0.42330 3.13036 1.09810
H -0.48365 3.10358 -1.09249
H -1.34520 3.94241 0.14664
H -2.31223 3.79540 -2.16586
H -2.77842 2.15709 -1.90442
H -4.65977 3.52257 -1.55552
H -4.26071 2.94672 0.03290
H -4.08836 5.60644 -1.00581
H -4.42477 5.11606 0.47622
H -2.92834 0.74322 2.99732
H -2.08236 3.56275 3.14951
H -2.64390 4.14303 1.60815
H -4.67602 4.02395 2.67856
H -4.67627 2.34144 2.16583
H -4.17114 2.79873 3.82449
H -0.78236 -0.08414 -2.18372
H 0.02545 1.31043 -1.77030
H -3.36091 0.72275 -0.30552
H -2.73117 -0.45938 -1.38684
H -3.45675 -0.85702 1.50627
H -2.27824 -1.96337 0.73945
C -5.54142 -9.65010 -0.62317
O -5.61951 -10.77029 -1.08598
N -6.33900 -8.61993 -1.04473
N -4.64654 -9.32265 0.36254
H -6.28778 -7.69102 -0.67319
H -7.00832 -8.82371 -1.76262
H -4.04962 -10.05481 0.69756
H -4.57155 -8.40663 0.76032
C 10.17330 1.59840 -5.80222
O 11.03593 1.27850 -6.59488
N 9.44796 0.67709 -5.09236
N 9.85240 2.90549 -5.54824
H 8.72957 0.92038 -4.43835
H 9.65573 -0.29023 -5.25422
H 10.36467 3.60666 -6.04916
H 9.14583 3.18526 -4.89567
C 2.04074 3.70447 -3.83431
O 0.94585 3.39618 -3.37205
N 2.23484 4.86949 -4.51439
N 3.12512 2.90349 -3.68718
H 3.11799 5.14100 -4.90235
H 1.44267 5.47222 -4.63354
H 3.00678 2.04546 -3.18508
H 4.03908 3.12304 -4.03470
C -7.58012 5.15007 1.19710
O -6.39159 5.39194 1.02064
N -8.00899 4.00037 1.79330
N -8.55390 6.01496 0.81070
H -8.97580 3.78694 1.94948
H -7.31138 3.34830 2.09599
H -8.26441 6.87067 0.37483
H -9.53216 5.84329 0.94530
C 6.04677 -2.30565 3.39437
O 6.09623 -1.41263 2.55830
N 7.10527 -2.61787 4.19247
N 4.91783 -3.04519 3.58492
H 7.08344 -3.34562 4.88099
H 7.94730 -2.08739 4.06937
H 4.13278 -2.84735 2.99188
H 4.83426 -3.77527 4.26676

Cartesian forces (eV/Å) of the 2 atoms listed first:
C 0.249 -0.099 -0.150
C 0.006 -0.452 -0.208

Atom charges from the Löwdin analysis, given in e for atoms 1 to 4:
1. C -0.067
2. C -0.264
3. O -0.154
4. C -0.196

(2)
Here is a cluster of 2 separate species, C3HF in total in a non-equilibrium geometry from the OMol25 dataset. Energies are from wB97M-V/def2-TZVPD.

For the max |F|, the calculation gives 11.15 eV/A. For the relative energy (zero: lowest compared OMol25 entry of this formula, charge and spin), the calculation gives 166.2 kcal/mol. For the highest occupied orbital energy (alpha / beta), the calculation gives -10.37 / -10.04 eV. The energy comes out at -5831.9522 eV.

Geometry (Å):
C 2.11445 2.52134 -1.97790
C 1.22430 2.04921 -1.38678
C -0.19818 0.66378 0.24100
F 0.08915 0.87752 1.51135
H 0.41303 -0.20633 0.02163

Cartesian forces (eV/Å) of the 2 atoms listed first:
C 7.848 4.122 -5.204
C -8.451 -4.449 5.760

Atom charges from the Löwdin analysis, given in e for atoms 1 to 4:
1. C 0.007
2. C -0.079
3. C 0.093
4. F -0.022

(3)
Here is the molecule C5H8O2 in a non-equilibrium geometry from the OMol25 dataset. Energies are from wB97M-V/def2-TZVPD.

For the max |F|, the calculation gives 2.70 eV/A. For the relative energy (zero: lowest compared OMol25 entry of this formula, charge and spin), the calculation gives 55.5 kcal/mol. The SMILES is O=C1CC(CO)C1. For the highest occupied orbital energy, the calculation gives -9.46 eV. The energy comes out at -9407.4270 eV.

Geometry (Å):
O 2.82503 1.00891 0.62637
C 1.80522 0.38641 0.46752
C 0.88046 -0.31836 1.41117
C -0.08226 -0.64898 0.02867
C -1.52019 -0.21441 0.10532
O -1.51172 1.06587 0.69280
C 0.91653 0.21147 -0.74507
H 0.54717 0.29693 2.26545
H 0.78363 -1.37090 1.51880
H -0.07314 -1.70496 -0.35951
H -2.11283 -0.93068 0.70408
H -1.96306 -0.19693 -0.90567
H -2.41524 1.39080 0.72935
H 0.46648 1.16060 -1.03746
H 1.43484 -0.23648 -1.58867

Cartesian forces (eV/Å) of the 2 atoms listed first:
O -0.574 -0.405 0.099
C 0.663 0.185 -0.237

Atom charges from the Löwdin analysis, given in e for atoms 1 to 4:
1. O 0.096
2. C -0.413
3. C 0.011
4. C -0.235

(4)
Here is the molecule C5H10O from the OMol25 dataset. Energies are from wB97M-V/def2-TZVPD.

For the max |F|, the calculation gives 0.45 eV/A. For the relative energy (zero: lowest compared OMol25 entry of this formula, charge and spin), the calculation gives 58.2 kcal/mol. For the highest occupied orbital energy, the calculation gives -8.43 eV. The energy comes out at -7392.2394 eV.

Geometry (Å):
C -0.95736 -0.60295 -1.13997
C -0.88584 -0.01805 0.27197
C 0.32544 -0.52174 1.09606
C 1.67324 -0.33403 0.39981
C -0.85468 1.48759 0.41525
O -0.60327 2.01581 -0.76939
H -0.12800 -0.25776 -1.76446
H -1.88544 -0.30401 -1.63896
H -0.92817 -1.69836 -1.10818
H -1.77851 -0.32304 0.83864
H 0.17421 -1.58260 1.32986
H 1.80397 0.69809 0.05347
H 2.49640 -0.56359 1.08431
H 1.77352 -0.99127 -0.47060
H 0.32819 0.02022 2.04930
H -0.55369 2.97569 -0.64711

Cartesian forces (eV/Å) of the 2 atoms listed first:
C 0.028 0.051 -0.074
C -0.054 0.064 0.087

Atom charges from the Löwdin analysis, given in e for atoms 1 to 4:
1. C -0.083
2. C -0.419
3. C -0.245
4. C -0.108

Q: Among the records above, which one has the lowest energy?
A: C26H62BF9N13O12S2

Q: Which of these has the lowest max |F|?
A: C5H10O

Q: Which of these has the lowest max |F|?
A: C5H10O

Q: Which of these has the highest energy?
A: C3HF